Entry 1
ORCA calculation (ωB97M-V/def2-TZVPD) on a 2-piece molecular cluster, C5H10NS overall.

Summary:
LUMO level in Ha: -0.1734
Orbital gap in Ha: 0.350

ORCA input file:
```
! wB97M-V def2-TZVPD RIJCOSX def2/J DEFGRID3
* xyz 1 1
C -1.48826 -2.16212 0.85597
C -1.51303 -1.00403 0.16363
C 1.23663 1.68063 -0.62746
C 2.03254 0.46429 -0.14080
C -1.03550 0.20282 0.70477
N 0.65361 0.35051 -0.48595
S -1.68547 1.77272 0.47685
H -1.69303 -3.18410 0.48776
H -1.29148 -2.29122 1.88230
H -1.82133 -0.98716 -0.97972
H 0.80088 2.45459 0.13399
H 1.52613 1.87678 -1.69228
H 2.74644 -0.10248 -0.70049
H 2.41325 0.49260 0.92063
H -0.32470 0.10335 1.62592
H 0.48606 -0.13698 -1.36094
H -2.78404 1.45289 -0.41189
*
```

Partial charges, Mulliken, in e: -0.84, -0.13, -0.35, -0.36, 0.35, -0.22, -0.08, 0.26, 0.27, 0.31, 0.27, 0.27, 0.27, 0.22, 0.24, 0.28, 0.23



Entry 2
ORCA calculation (ωB97M-V/def2-TZVPD) on an isolated ion of composition C5H10NS and charge +1.

Summary:
LUMO level in Ha: -0.1217
Orbital gap in Ha: 0.369
Structure (SMILES): C=C1SCC[N@H+]1C

ORCA input file:
```
! wB97M-V def2-TZVPD RIJCOSX def2/J DEFGRID3
* xyz 1 1
C 0.72966 -0.31356 0.93401
C 1.36789 -1.36313 1.28834
C -1.32746 -0.07253 -0.20878
C -1.32683 1.17082 0.60585
C 0.84118 0.41955 -1.36995
N 0.15334 -0.43426 -0.38357
S 0.13134 1.11201 1.69134
H 1.67928 -1.42909 2.31760
H 1.76142 -2.07524 0.48268
H -1.65332 -0.86727 0.37432
H -1.82149 -0.12944 -1.20973
H -1.29934 2.05440 -0.00799
H -2.30427 1.36059 1.09561
H 1.21224 1.36144 -0.96682
H 1.66192 -0.13367 -1.80382
H 0.07364 0.77931 -2.12598
H 0.12082 -1.43993 -0.71311
*
```

Partial charges, Mulliken, in e: 0.30, -0.72, -0.74, -0.52, -0.80, -0.11, -0.05, 0.32, 0.22, 0.42, 0.40, 0.36, 0.45, 0.34, 0.35, 0.33, 0.45



Which of them is most stable, and which least? Most stable: entry 2; least stable: entry 1.



Entry 1
ORCA calculation (ωB97M-V/def2-TZVPD) on an isolated ion of composition C5H10NS and charge +1.

Summary:
LUMO level in Ha: -0.1358
Orbital gap in Ha: 0.321
Structure (SMILES): C[C@@H]1C=CS[C@H]1[NH3+]

ORCA input file:
```
! wB97M-V def2-TZVPD RIJCOSX def2/J DEFGRID3
* xyz 1 1
C 0.22325 0.69035 -1.50953
C 1.54380 0.79580 -1.49007
C -0.46955 0.01536 -0.35175
C 0.43298 -0.24939 0.76340
C -1.20316 -1.31080 -0.73474
N 0.30105 0.61645 2.11753
S 2.23541 0.24395 -0.00489
H -0.40517 1.10125 -2.31884
H 2.09491 1.17055 -2.33641
H -1.29320 0.76027 -0.07564
H 0.38364 -1.22148 1.17760
H -1.62883 -1.28164 -1.77819
H -2.15893 -1.45844 -0.20647
H -0.63079 -2.31007 -0.68642
H -0.75584 0.80910 2.27071
H 0.79460 1.48131 2.23558
H 0.53584 0.14743 2.92813
*
```

Partial charges, Mulliken, in e: -0.52, -0.30, 0.43, -0.39, -1.36, -0.38, -0.12, 0.37, 0.41, 0.21, 0.49, 0.35, 0.38, 0.34, 0.40, 0.36, 0.32



Entry 2
ORCA calculation (ωB97M-V/def2-TZVPD) on an isolated ion of composition C5H10NS and charge +1.

Summary:
LUMO level (alpha / beta) in Ha: -0.2170 / -0.2166
Orbital gap (alpha / beta) in Ha: 0.254 / 0.256

ORCA input file:
```
! wB97M-V def2-TZVPD RIJCOSX def2/J DEFGRID3
* xyz 1 1
C 0.98489 1.14672 0.40850
C -0.07971 0.73426 -0.56720
C -1.68726 -1.58966 -0.51998
C 2.28841 0.39904 -0.09521
C -0.58450 -0.61428 -0.35773
N -1.14289 -1.35193 0.79364
S 2.02541 -1.37904 0.05132
H 1.19294 2.16236 0.44472
H 0.85113 0.72180 1.33365
H -0.91994 1.51728 -0.33076
H 0.39386 0.83069 -1.63134
H -2.76640 -1.33563 -0.82708
H -1.61711 -2.73493 -0.76805
H 2.78043 0.85212 -1.00922
H 2.96406 0.51795 0.79281
H -1.70639 -0.83880 1.54112
H -0.43257 -1.98355 1.13800
*
```

Partial charges, Mulliken, in e: -0.88, -0.25, -0.38, -0.64, -0.06, -0.12, -0.06, 0.39, 0.46, 0.28, 0.29, 0.28, 0.26, 0.40, 0.37, 0.34, 0.33



Which of them is most stable, and which least? Most stable: entry 1; least stable: entry 2.



Entry 1
ORCA calculation (ωB97M-V/def2-TZVPD) on a 13-piece molecular cluster, H25O13 overall.

Summary:
LUMO level in Ha: 0.0871
Orbital gap in Ha: 0.342

ORCA input file:
```
! wB97M-V def2-TZVPD RIJCOSX def2/J DEFGRID3
* xyz -1 1
O 1.80124 -3.03156 -1.46008
H 1.16662 1.51474 -0.94044
H -0.00879 -0.49339 3.90075
O 0.36595 -3.70054 0.81637
H 1.04294 -3.58776 0.18731
H 2.57038 1.05747 -0.29371
O -0.64610 -1.12655 4.11906
H -1.18928 -1.36151 3.40898
O -0.58378 4.11804 0.48905
H -0.05313 4.11130 -0.35152
H -1.08040 3.19793 0.34164
O -2.83300 -1.78267 2.13113
H 1.81942 -3.90289 -1.73113
H -3.02083 -0.99812 1.58243
O -1.20278 -2.45492 -1.17661
H -0.91312 -1.63136 -1.05138
H -2.14238 -2.62073 -0.85119
O -2.94181 0.58171 0.38702
H 0.89924 2.81602 -2.53860
H 0.53907 0.60305 -3.06225
O 1.81166 0.62978 -0.84783
H -2.56507 -2.45462 1.52109
H -1.98543 0.83791 0.05527
O 0.83184 0.41178 -3.94152
H -0.40728 -4.19885 0.43438
H -1.04731 1.15156 -2.02548
O 1.51164 3.22285 1.88325
H 0.78717 3.86732 1.67680
H 1.86516 2.89563 1.08720
O 2.63269 -1.33039 1.20041
H 2.55288 -2.15367 0.78640
H 1.83402 0.26763 -3.81251
O -1.51555 1.82873 -1.45584
H -0.61060 2.46914 -1.52309
H 2.37967 -0.46873 0.65505
O 0.75012 2.71290 -1.57092
H -3.26021 1.24093 -0.27457
H 0.97029 -2.79242 -1.76947
*
```

Partial charges, Mulliken, in e: -0.61, 0.36, 0.31, -0.55, 0.35, 0.30, -0.62, 0.36, -0.79, 0.38, 0.38, -0.66, 0.27, 0.38, -0.59, 0.31, 0.26, -0.72, 0.22, 0.20, -0.80, 0.28, 0.46, -0.67, 0.27, 0.23, -0.67, 0.40, 0.27, -0.64, 0.23, 0.38, -0.91, 0.43, 0.45, -0.85, 0.29, 0.31



Entry 2
ORCA calculation (ωB97M-V/def2-TZVPD) on H25O13 as an isolated structure.

Summary:
LUMO level in Ha: 0.0910
Orbital gap in Ha: 0.373

ORCA input file:
```
! wB97M-V def2-TZVPD RIJCOSX def2/J DEFGRID3
* xyz -1 1
O 0.76565 -0.26362 -2.85570
H -2.36411 2.94106 -0.84401
H 1.16589 -0.10773 0.73796
O 0.63044 -3.67602 -1.66942
H 1.11990 -3.31727 -0.85172
H -1.61620 2.01302 0.29591
O 0.66770 -0.94200 0.80690
H -0.00196 -0.35320 -0.04689
O -0.99138 2.84517 -2.08962
H -0.49414 3.65847 -1.76672
H -1.14571 2.10729 -1.35536
O 0.01082 0.07502 3.90602
H 3.06654 2.39249 1.00242
H 0.15121 -0.52136 3.12492
O 2.52473 1.27422 -1.96683
H 2.52248 0.96350 -2.87242
H 1.89267 0.68586 -1.53526
O -0.54315 -2.65807 1.76206
H -0.77983 -1.85582 1.26588
H 0.12771 -0.45544 -3.53836
O -2.21657 2.70661 0.06415
H -0.47848 0.68903 3.35114
H 2.16949 3.48285 1.14162
O 3.04600 3.22188 1.54189
H -0.15076 -3.28959 1.14790
H -0.12107 -3.09950 -1.89758
O 2.85713 -2.33936 1.84332
H 2.36464 -3.01558 2.38199
H 2.24439 -1.61492 1.66583
O -2.52475 0.47938 -2.80964
H -2.04150 0.40924 -1.94654
H -2.58981 1.35642 -3.18409
O -0.69323 0.54798 -0.65754
H -1.47871 0.49743 -0.11533
H 0.38588 0.20552 -2.06356
O -3.31232 -1.40834 2.37001
H -3.30093 -0.55678 1.88511
H -2.48058 -1.85306 2.32801
*
```

Partial charges, Mulliken, in e: -0.69, 0.40, 0.14, -0.65, 0.34, 0.38, -0.65, 0.20, -0.70, 0.27, 0.41, -0.67, 0.33, 0.35, -0.64, 0.28, 0.36, -0.67, 0.30, 0.28, -0.66, 0.30, 0.32, -0.65, 0.27, 0.31, -0.65, 0.30, 0.32, -0.64, 0.47, 0.30, -1.15, 0.25, 0.50, -0.64, 0.30, 0.34



Which of them is most stable, and which least? Most stable: entry 1; least stable: entry 2.



Entry 1
ORCA calculation (ωB97M-V/def2-TZVPD) on a 13-piece molecular cluster, H25O13 overall.

Summary:
LUMO level in Ha: 0.0963
Orbital gap in Ha: 0.350

ORCA input file:
```
! wB97M-V def2-TZVPD RIJCOSX def2/J DEFGRID3
* xyz -1 1
O -0.23164 -1.54826 -3.58650
H -0.41719 -0.60700 -3.51925
H 3.14491 -1.44373 -1.15399
O 2.87330 1.01436 -0.35558
H 1.86042 0.95304 -0.44044
H 3.08957 1.27251 0.54382
O 0.10556 -0.18349 1.34620
H -0.71916 -0.66282 1.19809
O 1.14283 2.47779 2.42675
H 1.31106 3.20564 1.81906
H 1.41478 1.67193 1.97705
O 2.54718 -2.12743 -0.85645
H 1.07294 0.37435 -1.52996
H 1.62342 -1.89064 -0.72524
O -1.59326 1.63465 -2.55646
H -0.81058 1.14842 -2.20941
H -1.71006 2.31044 -1.88314
O 2.60114 -1.94647 2.58038
H 3.08250 -1.12759 2.48283
H 0.24939 0.17851 0.40058
O -1.93877 -0.79537 -0.85250
H -2.31616 -0.71744 -1.74144
H -1.26189 -0.08906 -0.97708
O 0.38985 0.82236 -1.01261
H -0.26348 -1.89358 -2.66944
H 2.03808 -1.98746 1.79752
O -0.08954 -2.57775 -1.05651
H 0.42749 -3.35315 -1.30476
H -0.93601 -2.79881 -0.66700
O -0.04385 3.51726 -0.38840
H -0.20447 2.66040 0.01404
H 0.38502 3.44385 -1.23835
O -2.49309 1.31190 2.86540
H -3.03952 0.56074 3.12320
H -1.59424 1.06484 3.11852
O -3.18864 -1.46599 1.60646
H -3.05330 -0.61816 1.17317
H -3.17160 -2.21742 1.01822
*
```

Partial charges, Mulliken, in e: -0.69, 0.34, 0.33, -0.69, 0.42, 0.27, -0.36, 0.22, -0.65, 0.34, 0.25, -0.69, 0.00, 0.44, -0.70, 0.24, 0.36, -0.65, 0.30, 0.35, -0.66, 0.33, 0.15, -0.87, 0.45, 0.32, -0.62, 0.27, 0.21, -0.67, 0.36, 0.32, -0.67, 0.31, 0.32, -0.63, 0.35, 0.25



Entry 2
ORCA calculation (ωB97M-V/def2-TZVPD) on a 13-piece molecular cluster, H25O13 overall.

Summary:
LUMO level in Ha: 0.0965
Orbital gap in Ha: 0.331

ORCA input file:
```
! wB97M-V def2-TZVPD RIJCOSX def2/J DEFGRID3
* xyz -1 1
O 2.58877 2.26015 -1.33189
H 2.28431 1.33703 -1.41325
H 0.20239 3.10352 1.21889
O -4.17133 -0.23393 0.31041
H -4.44482 0.64398 0.01624
H -3.52558 -0.34688 1.01978
O 1.67584 -0.31396 -3.25294
H 1.14016 -0.69161 -2.39961
O -1.76727 -0.96732 1.07334
H -0.82390 -0.74741 0.95021
H -2.15128 -1.76565 0.84124
O 1.03124 3.63964 1.04559
H -1.62656 -1.95674 -1.75193
H 0.80782 4.29466 0.34104
O 2.26820 -0.20038 -0.05627
H 1.77989 -0.58808 -0.81650
H 1.62475 0.39015 0.39459
O -1.98769 1.62384 -0.76538
H -1.04446 1.55314 -0.70243
H 2.29789 -1.03368 -3.51476
O 0.47375 -1.32606 -1.37339
H -0.31501 -1.76379 -1.53488
H -2.17377 -3.06565 -0.76413
O -2.31226 -2.21180 -1.17330
H 2.82078 2.32142 -0.37457
H -2.23611 1.21423 -1.58264
O 1.85864 0.51068 3.43430
H 1.43380 -0.01287 4.10661
H 2.79178 0.26054 3.58014
O 1.63107 -3.57743 -2.14766
H 0.91864 -2.96091 -1.79793
H 2.08182 -2.74394 -2.44164
O -2.32537 2.41826 2.26144
H -1.53891 1.85938 2.34831
H -2.41073 2.45422 1.29839
O 0.90993 -1.42643 1.94788
H 1.42105 -1.09401 1.14097
H 1.68949 -1.85615 2.26605
*
```

Partial charges, Mulliken, in e: -0.67, 0.43, 0.28, -0.61, 0.26, 0.39, -0.71, 0.30, -0.49, 0.21, 0.28, -0.61, 0.29, 0.32, -0.90, 0.71, 0.28, -0.54, 0.24, 0.30, -0.99, 0.00, 0.33, -0.63, 0.33, 0.28, -0.55, 0.29, 0.28, -0.72, 0.49, 0.26, -0.63, 0.29, 0.32, -0.65, 0.26, 0.31



Which of them is most stable, and which least? Most stable: entry 1; least stable: entry 2.